(1)
Molecular formula: C23H37B2Br2Cl2N6O8P
Method: DFT, ωB97M-V with the def2-TZVPD basis set

```
81
Properties=species:S:1:pos:R:3:forces:R:3
H -3.29436 -3.88285 1.42137 -0.15 -0.14 -0.20
H -2.05613 3.27385 3.67676 0.09 0.09 0.00
C 0.44440 -0.46655 0.13043 0.07 1.25 0.54
B -4.08863 0.29882 1.36759 0.13 0.88 0.48
H -0.70458 -1.89732 -0.91313 0.28 -0.30 -0.06
N -1.32397 0.82869 -1.18368 -1.01 -2.18 0.46
C 3.16506 1.48998 -2.48119 -0.37 0.46 0.47
C -0.15663 -3.05510 0.80196 -0.64 -1.44 0.63
H 4.30459 -2.39872 0.29873 0.10 0.22 0.11
H -0.94246 3.14585 1.61000 0.47 -0.50 -0.23
H 6.63324 1.58394 -4.68090 -0.09 0.02 -0.16
H 1.48743 -4.03291 1.27370 -0.09 -0.04 -0.10
H -6.41886 0.26714 0.73764 0.15 -0.11 -0.02
C 4.48360 1.53397 -2.91357 -0.36 -0.43 -0.25
O -4.05933 -0.89666 1.99465 0.49 0.08 -0.09
H -3.63209 1.65467 3.89544 -0.07 -0.11 -0.26
H 0.02397 2.54341 -0.11988 0.19 -0.12 0.33
C 2.26802 0.46676 -2.80870 0.86 -0.79 -0.06
H -1.61101 -2.73452 2.41635 -0.04 0.11 -0.08
H 1.68901 1.82526 -0.29349 -0.09 0.31 0.34
C -6.15658 1.28179 1.01697 -0.19 0.27 0.17
H -2.28043 -4.78131 0.47821 -0.35 -0.06 -0.08
O -2.82788 -1.22077 -1.99158 -0.37 0.64 0.07
C 0.00549 0.40101 1.40881 -0.99 -2.95 2.24
H -0.77863 2.12880 3.93090 0.18 -0.03 -0.32
P -2.11698 0.12381 -2.58747 0.62 0.05 -1.29
H -2.55398 2.65714 1.49537 -0.20 -0.40 -0.03
Br 3.35059 0.12728 1.02014 -0.27 -0.04 -0.14
H 6.69327 -0.18187 -4.88646 -0.06 0.01 -0.10
C 0.78356 0.29461 -2.47234 -0.36 0.39 -0.72
C -0.48660 -1.70979 0.13847 -0.24 0.07 -1.26
C 4.99986 0.53468 -3.73928 -0.23 0.41 0.12
H 2.19322 -1.30600 -4.03400 -0.14 0.00 0.09
H -4.55207 -0.77354 2.81799 -0.21 -0.33 -0.07
C 3.95494 -2.13919 -0.69857 0.10 -0.34 -0.22
O 2.05265 2.42076 3.67671 0.52 -0.31 -0.57
H -0.19123 -3.82981 0.03308 0.20 0.24 -0.31
C 6.42233 0.62589 -4.21078 0.13 -0.22 0.39
N -1.29432 1.03419 1.21350 0.75 1.14 -1.18
H 0.32849 1.07594 -3.09100 -0.31 -0.02 0.11
H -3.66256 -1.39481 -2.45451 0.00 -0.26 0.10
H 2.83828 2.32235 -1.87818 0.08 0.00 0.04
O 0.97150 1.06184 2.12138 -0.54 1.14 -0.98
N -3.23931 0.51687 0.11430 -0.82 -0.26 0.73
O 1.06454 -3.20578 1.51093 0.20 0.94 0.14
C 2.80793 -0.49696 -3.66620 -0.02 -0.20 -0.20
C 0.15415 0.52552 -1.06789 0.89 2.43 -0.07
B 1.38583 2.32259 2.48138 0.38 0.94 0.61
H 5.09823 2.37438 -2.61955 0.05 0.02 0.02
C -1.31512 -3.50727 1.71279 -0.17 -0.09 -0.25
N -2.45995 -3.85694 0.85033 0.46 0.33 0.43
C 2.49455 -1.79450 -0.66541 0.08 0.10 -0.03
H -1.49715 -1.49831 0.48594 0.17 0.51 0.32
Cl -3.70445 1.43239 -2.88927 0.07 -0.21 0.38
C -1.59268 2.30534 1.87380 -0.84 1.01 0.71
H -2.55533 0.39429 3.61113 0.02 -0.02 -0.03
O 1.24305 3.51295 1.77837 -0.13 -0.64 -0.21
H 0.45267 -0.61368 -2.96563 0.07 -0.29 0.26
C -1.98179 0.81116 0.03559 0.56 -0.54 -0.55
Br 1.55460 -2.95771 -1.85885 -0.05 -0.02 0.17
C 0.69870 1.95232 -0.72067 0.46 -0.55 -0.27
H 1.97387 3.55566 1.14980 -0.10 0.39 -0.05
N -0.43173 -0.64747 2.48314 0.46 0.17 -0.39
H -6.94744 1.64320 1.65976 0.13 0.00 0.28
H 4.50145 -1.26632 -4.74813 -0.18 -0.07 -0.08
H -3.81766 0.35684 -0.70278 0.40 0.36 -0.30
H -6.14966 1.91560 0.13753 0.34 -0.03 -0.09
H -0.96659 -4.36358 2.29690 0.14 -0.01 0.04
C -1.72274 2.27332 3.39841 -0.24 -0.17 0.34
H 7.08436 0.56404 -3.34410 0.09 -0.04 -0.03
C 1.94663 -0.81755 0.07078 0.09 -0.70 -0.25
C 0.42781 -0.99873 3.27534 -0.92 0.52 -1.39
H 2.64672 1.66936 3.80072 -0.38 -0.18 0.49
H 4.53690 -1.31665 -1.11070 0.07 0.15 0.16
H 4.14493 -3.00310 -1.32973 -0.15 0.01 -0.06
O 1.22920 -1.32444 4.01746 1.20 -0.64 1.55
H 0.84942 2.51391 -1.63628 -0.24 0.00 -0.16
C 4.12481 -0.48049 -4.10498 0.33 0.24 0.00
N -2.67730 1.33834 3.94506 0.13 -0.04 0.27
O -4.85416 1.33780 1.74912 -0.24 0.03 -0.02
Cl -8.41791 0.59698 -0.45649 -0.36 -0.13 -0.37
```
Forces are in eV/Å.

The value obtained for the HOMO-LUMO gap is 5.76 eV. The calculation puts the largest force on an atom at 0.0745 Eh/bohr. The spin multiplicity is 1. Its lowest unoccupied orbital energy is -0.70 eV.

(2)
Molecular formula: C23H37Cl30NO8P2S
Method: DFT, ωB97M-V with the def2-TZVPD basis set

```
102
Properties=species:S:1:pos:R:3:forces:R:3
C 5.48642 4.69374 -0.15432 0.05 -0.08 -0.04
H 0.35756 1.29222 -1.15984 -0.14 -0.11 -0.12
Cl -3.26288 3.00672 -4.04105 -0.17 0.12 -0.15
Cl -5.10004 1.64616 6.84785 0.01 -0.01 0.06
P 5.32527 -0.76462 1.42610 0.86 -0.61 0.60
C -4.25582 -4.84333 -5.96510 0.04 0.11 -0.04
Cl 4.21345 5.03261 -1.32747 0.00 0.00 0.04
C -7.70194 7.07324 -1.03766 0.13 -0.08 -0.11
C 3.62368 -1.44367 1.35141 -1.28 -0.20 -2.16
Cl 2.83372 4.21273 -7.24256 -0.02 -0.02 -0.04
Cl -0.23182 -8.68147 3.50313 0.06 0.02 0.00
Cl -3.76644 2.16342 2.09626 -0.03 -0.01 0.06
C -4.08051 3.07848 6.99392 0.03 -0.21 -0.01
H -4.42970 3.66117 7.83621 0.00 0.02 -0.02
O 1.86604 -4.82999 -1.24618 0.61 1.44 0.36
H 3.62676 -2.41860 1.84071 0.23 0.18 0.35
Cl 0.56440 -0.97797 -7.53707 -0.05 -0.09 -0.06
H 1.20887 -3.60312 2.75716 0.46 0.48 -0.33
Cl 3.12095 1.33133 -7.02780 0.09 0.08 -0.01
H -3.11633 3.77755 3.66170 0.22 -0.13 -0.37
C -0.34628 -1.05898 -0.40070 -0.61 1.37 1.74
H -1.06503 -1.84780 -0.59047 0.36 -0.25 -0.44
Cl -1.16792 3.41693 2.41023 -0.02 0.05 0.11
Cl -7.49781 5.64821 -2.05503 -0.38 0.13 -0.12
H 2.73529 0.44932 -0.39268 -0.03 -0.28 0.30
H 0.22700 -0.74543 -1.27118 -0.05 -0.53 -0.18
O 5.82957 -0.92338 2.76655 0.05 0.03 2.06
C 1.67393 -2.42448 0.13501 1.75 -0.05 0.13
O 1.04431 -0.31921 1.39812 1.65 -1.18 0.18
Cl -5.04607 -4.78332 -7.54307 -0.03 0.00 0.04
C -2.81724 -2.09927 8.08924 0.02 -0.13 -0.01
H -2.11249 0.13954 -0.59282 -0.27 -0.13 0.44
H 4.99114 -0.65136 -1.27590 0.12 0.25 -0.06
H -1.20970 -1.71419 1.98199 0.09 0.07 0.31
Cl -1.95519 -2.45804 6.59064 -0.13 0.07 0.26
C -1.19362 0.19753 -0.00496 1.11 0.23 -1.63
H 1.20046 -1.84445 -5.45670 -0.03 0.03 0.04
H 5.64531 5.58277 0.44137 0.00 -0.01 -0.01
C 4.39930 1.18233 -2.00446 0.20 0.44 0.53
Cl -0.96755 -1.05098 -5.08063 0.01 0.04 0.09
H 4.22582 1.80440 -1.11603 -0.03 -0.09 0.02
Cl -6.16060 2.87992 -3.90213 -0.02 0.03 -0.06
O 5.47283 0.69898 0.86919 -0.09 -0.95 -0.48
Cl -4.39529 -2.89096 8.10719 0.00 0.06 -0.01
C 3.04690 -1.70726 -0.09292 -0.70 -0.10 0.52
H 2.66537 -4.68225 -0.71686 0.14 -0.52 -0.14
C -0.36762 -2.33898 1.70156 1.11 -1.36 -0.73
H 2.17574 -0.52195 -1.72160 -0.14 -0.33 0.24
Cl -4.22027 4.07008 5.54084 -0.29 0.24 0.41
O 2.96637 0.92058 2.14722 0.24 1.42 -1.60
N 4.19546 -0.22287 -1.72751 -0.26 -0.59 0.15
Cl -3.07481 -3.54253 -5.80777 -0.77 -0.17 0.12
O 6.25126 -1.66449 0.46158 -1.11 0.37 -1.01
C -0.48169 1.49636 -0.49220 -0.54 0.33 1.26
H 1.89360 -3.23053 0.85290 -0.05 -0.08 -0.23
C -0.16079 -2.87041 4.04983 -1.03 0.41 2.73
C 0.28340 -1.85298 -6.03202 0.04 -0.06 -0.04
Cl -4.68318 4.05178 -1.71201 0.35 -0.14 0.06
H 1.50963 2.54468 -8.21523 0.00 0.00 0.01
C 1.98723 2.66411 -7.25153 0.03 0.00 0.14
H -1.82402 2.17512 -2.06456 -0.29 0.03 0.46
H -0.76932 -3.13765 1.05881 -0.01 0.15 -0.11
H -5.01274 -4.71227 -5.20306 -0.01 -0.04 -0.02
H 3.69429 -2.43290 -0.60033 0.13 0.10 0.03
Cl -0.92775 -6.22710 4.88258 0.05 -0.01 0.00
Cl -3.48668 -6.41380 -5.71429 -0.02 0.01 0.03
S 2.41797 -0.39112 2.20644 1.50 2.42 0.98
Cl 0.47600 -6.11721 2.33847 0.02 -0.33 -0.09
Cl -7.53014 8.55518 -1.98118 -0.03 -0.03 0.05
Cl 6.99906 4.29742 -0.97289 0.00 0.02 0.02
C 0.58451 -1.54407 0.77340 -2.44 -0.38 -2.03
H -8.69680 7.05250 -0.61282 0.00 0.01 -0.02
O 1.76054 -2.68241 -2.75281 0.59 -0.64 0.90
C 2.96212 -0.46143 -0.96752 0.38 0.83 -0.73
Cl -1.86077 -2.58523 9.49016 -0.01 0.04 -0.01
H 5.44099 1.25303 1.66492 0.03 0.11 -0.11
C -2.90679 3.61794 2.61118 0.10 -0.09 -0.13
C -4.72541 3.80828 -3.45325 -0.01 -0.07 0.03
Cl 0.73584 2.63087 -6.00652 -0.01 -0.01 -0.03
P 1.07982 -3.36404 -1.39398 -2.30 -0.68 -0.42
Cl -0.15030 -3.53337 -6.35727 0.74 0.15 -0.06
H -4.78558 4.77873 -3.92915 -0.02 -0.01 -0.01
C -1.42936 2.53174 -1.10773 1.12 0.01 -0.32
Cl -2.40218 2.62951 7.28424 -0.01 0.01 0.01
H -2.19394 2.87760 -0.41430 -0.24 -0.32 -0.14
H 3.71132 1.56584 -2.76114 0.14 -0.26 -0.25
H 1.20236 -7.04447 4.36479 0.00 0.01 -0.02
H -0.82453 3.41519 -1.34386 -0.14 0.05 -0.06
H -1.37969 0.26437 1.06306 -0.32 -0.09 -0.01
H 6.11454 -2.59944 0.66616 0.26 0.07 0.02
Cl -3.49049 5.02448 1.72179 -0.03 0.09 -0.05
H -1.17786 -2.51066 4.22517 0.46 0.42 -0.21
Cl 4.99984 3.38252 0.92263 -0.27 0.88 0.01
O 2.28582 -0.74766 3.55632 -1.10 -2.37 1.37
H 2.44923 -3.29949 -3.04906 0.10 0.35 -0.19
H 0.43205 -3.05254 4.93678 -0.16 -0.65 0.06
H -2.97408 -1.03007 8.14154 -0.01 0.02 -0.02
H -0.05240 1.95627 0.40354 0.28 -0.01 -0.23
C 0.32009 -3.00209 2.86570 -0.07 0.64 -1.65
C 0.25464 -7.01991 3.84331 -0.15 0.00 0.01
H 5.43753 1.36344 -2.27895 -0.08 -0.03 -0.35
Cl -6.53614 7.02088 0.28125 0.04 0.09 0.15
```
Forces are in eV/Å.

The value obtained for the HOMO-LUMO gap is 8.53 eV. The calculation puts the largest force on an atom at 0.0622 Eh/bohr. The spin multiplicity is 1. Its lowest unoccupied orbital energy is -0.31 eV.

(3)
Molecular formula: C23H38AgN7S
Method: DFT, ωB97M-V with the def2-TZVPD basis set

```
70
Properties=species:S:1:pos:R:3:forces:R:3
Ag 0.13736 -0.23450 -0.63669 0.06 -0.09 0.05
H -0.98537 -4.57832 -1.29297 0.01 -0.01 0.00
H -2.30584 -0.79216 -2.35880 0.00 0.02 0.03
C 3.29095 -1.07340 -1.19562 -0.01 0.01 0.06
C 2.58272 -1.46149 -2.47542 0.00 -0.01 -0.01
H 4.20493 -1.68072 -1.11439 0.00 0.00 -0.01
H 1.87210 -2.35112 1.56763 0.00 0.00 0.00
H 3.09026 1.53891 4.69928 0.01 -0.02 0.01
H 3.60549 -0.02913 -1.28220 0.01 -0.01 0.00
H 0.06237 -3.68752 -2.37960 0.01 -0.01 0.00
H 0.64952 2.50383 5.65594 0.00 -0.01 0.00
H -3.87153 4.16459 -0.22730 0.00 0.01 0.01
H 0.64865 -2.56970 -5.55515 0.00 0.00 0.01
H -4.01903 1.02298 3.55953 0.00 0.00 0.00
C -2.38301 1.27382 0.57941 -0.03 0.05 -0.02
C 2.31667 -2.48909 0.57841 0.03 -0.04 0.00
H 1.38399 0.95325 6.06947 0.00 -0.01 0.00
H -0.26976 2.67131 -1.67656 0.01 0.00 0.01
C 2.58339 -2.53724 -4.60926 -0.02 0.02 0.02
C 1.05068 1.57785 5.24263 0.01 -0.05 0.01
C -3.35471 1.47080 1.56599 0.01 0.01 0.00
C 1.45103 -3.44979 -0.23473 0.02 0.03 0.01
H 1.91070 -3.60461 -1.21473 -0.01 -0.01 -0.01
H 3.08690 -3.08193 -5.39749 0.00 0.00 0.00
N 2.18342 1.80112 4.35360 -0.01 0.12 0.08
H -4.22236 2.08623 1.34649 0.00 -0.01 -0.01
N -1.50662 -1.40091 -2.43515 -0.03 -0.05 -0.01
H -0.88030 2.41888 3.31254 0.00 -0.01 -0.01
C -2.78598 4.24133 -0.13729 0.02 -0.02 -0.04
S 3.49640 1.26606 2.12921 0.01 -0.04 0.04
H 2.81778 -0.50819 0.67225 -0.24 -0.01 0.10
H -0.40262 3.66632 2.16200 -0.01 0.01 -0.01
H -2.50726 -2.62937 -1.12405 -0.01 0.00 -0.01
C -0.62439 -3.56754 -1.53763 -0.03 0.04 0.01
N 0.11193 -2.94240 -0.45709 -0.01 0.02 -0.05
H 1.46933 -4.42918 0.26676 0.00 -0.01 0.00
H 0.35906 3.63267 3.74658 -0.01 -0.01 -0.01
C -1.18053 -0.11455 2.09493 0.00 0.01 0.03
H -1.00494 -0.22978 -4.05361 0.00 0.00 0.00
H -0.42957 -2.90258 0.39786 0.00 -0.03 0.00
H -0.32493 -0.74136 2.34172 0.00 0.00 0.00
N -2.15441 3.27239 -1.00832 0.04 0.03 0.04
C 3.26334 -2.16025 -3.46577 0.02 -0.01 -0.01
N 1.29946 -1.12480 -2.60293 0.00 0.00 0.01
H -2.37098 -3.32313 -2.74416 0.00 0.00 0.00
H -2.05560 -0.43666 4.03378 -0.01 0.01 0.01
H 0.25346 1.05068 4.71958 0.01 0.00 0.01
C -3.24933 0.87279 2.81200 0.03 -0.03 0.02
H -2.52450 4.11232 0.92461 0.00 0.00 0.02
C -2.61688 1.90398 -0.78614 -0.04 -0.05 0.03
H -3.69150 1.89318 -1.00045 0.01 0.02 -0.02
H -1.31062 -1.91217 -4.49387 0.01 0.00 -0.02
C -0.71163 3.40178 -0.99741 -0.02 0.03 0.00
H -0.26274 3.24087 -0.00610 0.00 -0.03 0.00
C -0.86700 -1.26321 -3.72376 0.00 0.02 0.05
H 3.29355 -2.97571 0.72956 0.00 0.01 0.00
C -1.83387 -2.74191 -1.97746 0.03 -0.01 0.00
H -2.48818 5.24698 -0.44019 0.00 0.00 0.00
H 0.93583 1.91295 1.42236 0.00 0.03 0.01
H 4.30548 -2.41535 -3.32345 -0.01 0.00 0.00
C 1.23350 -2.24448 -4.70443 0.01 -0.02 -0.02
N 2.45556 -1.16717 -0.01322 0.09 0.10 -0.18
H -2.11280 1.28231 -1.53027 0.00 -0.02 -0.02
C -0.03853 3.00871 2.94823 0.02 0.07 -0.02
C -1.25307 0.47223 0.81854 0.06 0.04 0.01
C 2.13337 1.77519 3.00109 0.09 0.04 -0.10
C -2.15119 0.06193 3.07460 -0.01 0.04 -0.04
H -0.43653 4.40478 -1.33103 -0.01 0.00 0.00
N 1.02644 2.19432 2.39057 -0.08 -0.15 -0.04
C 0.62249 -1.54589 -3.67243 -0.01 -0.01 -0.01
```
Forces are in eV/Å.

The value obtained for the HOMO-LUMO gap is 7.43 eV. The calculation puts the largest force on an atom at 0.0051 Eh/bohr. The spin multiplicity is 1. Its lowest unoccupied orbital energy is 0.60 eV.